2 unconnected molecules or ions with the total composition C5H13NO. Source: OMol25; level of theory: wB97M-V/def2-TZVPD.

Values from the calculation:
E: -8932.8056 eV
2S+1: 1
HOMO: -0.2859 Eh
Molecular weight: 103.16 g mol⁻¹
Kohn-Sham gap: 8.70 eV

Positions of all 20 atoms, in Å:
C1 1.72 0.23 -1.70
C2 1.06 0.68 -0.44
C3 0.24 -0.01 0.36
C4 -0.23 -1.40 0.09
N1 -0.39 0.64 1.44
C5 -0.83 -0.14 2.59
H1 1.44 0.85 -2.56
H2 2.81 0.25 -1.63
H3 1.44 -0.78 -1.99
H4 1.24 1.71 -0.16
H5 -1.28 -1.56 0.29
H6 0.39 -2.10 0.65
H7 -0.03 -1.66 -0.95
H8 0.10 1.47 1.74
H9 -1.58 -0.87 2.30
H10 -0.05 -0.70 3.11
H11 -1.30 0.53 3.32
O1 -1.41 0.86 -2.51
H12 -1.16 0.59 -1.61
H13 -2.17 1.43 -2.37


2 unconnected molecules or ions with the total composition C5H13NO. Source: OMol25; level of theory: wB97M-V/def2-TZVPD.

Values from the calculation:
E: -8932.5427 eV
2S+1: 1
HOMO: -0.3522 Eh
Molecular weight: 103.16 g mol⁻¹
Kohn-Sham gap: 10.40 eV

Positions of all 20 atoms, in Å:
C1 -2.82 -0.57 0.47
C2 -2.13 0.79 0.46
C3 -0.99 0.93 -0.58
N1 -0.97 0.07 -1.65
O1 -0.28 1.87 -0.38
H1 -3.08 -0.66 -0.64
H2 -3.83 -0.56 0.75
H3 -2.28 -1.38 0.88
H4 -2.79 1.64 0.30
H5 -1.70 0.97 1.47
H6 -0.15 0.26 -2.26
H7 -1.56 -0.72 -1.71
C4 3.62 -1.32 0.03
C5 3.10 -1.08 1.53
H8 3.66 -2.49 -0.21
H9 2.92 -0.91 -0.86
H10 4.51 -0.90 -0.14
H11 3.64 -1.58 2.22
H12 2.12 -1.59 1.55
H13 2.94 -0.03 1.79


2 unconnected molecules or ions with the total composition C5H13NO. Source: OMol25; level of theory: wB97M-V/def2-TZVPD.

Values from the calculation:
E: -8931.3603 eV
2S+1: 1
HOMO: -0.3100 Eh
Molecular weight: 103.16 g mol⁻¹
Kohn-Sham gap: 9.32 eV

Positions of all 20 atoms, in Å:
C1 2.09 -1.86 0.35
C2 0.59 -1.43 0.32
C3 0.02 -0.18 0.11
C4 0.90 1.02 -0.13
N1 -1.39 -0.02 0.10
C5 -1.68 1.12 1.02
H1 2.32 -2.03 -0.74
H2 2.00 -2.78 0.95
H3 2.59 -0.98 0.84
H4 0.10 -2.30 0.86
H5 0.82 1.93 0.53
H6 2.03 0.79 -0.16
H7 0.83 1.47 -1.18
H8 -1.71 -0.86 0.51
H9 -1.27 0.88 2.07
H10 -2.75 1.32 0.91
H11 -1.02 1.98 0.74
O1 -1.54 1.06 -2.53
H12 -1.57 0.63 -1.64
H13 -1.37 0.24 -2.95


2 unconnected molecules or ions with the total composition C5H13NO. Source: OMol25; level of theory: wB97M-V/def2-TZVPD.

Values from the calculation:
E: -8933.7307 eV
2S+1: 1
HOMO: -0.3629 Eh
Molecular weight: 103.16 g mol⁻¹
Kohn-Sham gap: 10.69 eV

Positions of all 20 atoms, in Å:
C1 2.17 -1.90 0.92
C2 2.15 -0.42 0.67
N1 2.43 -0.02 -0.60
O1 1.89 0.40 1.54
H1 1.49 -2.15 1.73
H2 3.16 -2.21 1.25
H3 1.92 -2.47 0.03
H4 2.53 0.96 -0.77
H5 2.75 -0.67 -1.30
C3 -2.62 1.23 0.64
C4 -1.44 0.49 -0.01
C5 -1.42 0.53 -1.55
H6 -3.36 1.53 -0.09
H7 -2.27 2.12 1.17
H8 -3.10 0.70 1.47
H9 -0.50 0.88 0.40
H10 -1.40 -0.55 0.32
H11 -1.56 -0.48 -1.93
H12 -2.30 1.07 -1.91
H13 -0.54 0.98 -1.98